1.
Formula: C51H81BrCl2F13N11O4P3S2
Source: the OMol25 dataset
Level of theory: ωB97M-V/def2-TZVPD

```
! wB97M-V def2-TZVPD RIJCOSX def2/J DEFGRID3
* xyz 1 1
C 5.5902 0.2783 4.3816
C 5.4243 0.3511 3.2017
C 5.2194 0.4346 1.7466
C 3.7315 0.2582 1.3419
C 3.0117 1.6195 1.3853
C 1.4858 1.7193 1.6843
P 1.3361 1.2526 3.5031
O -0.2401 1.1772 3.8579
O 1.7215 -0.2764 3.6917
S 2.3498 2.4603 4.5929
C 1.0025 3.2352 1.6802
P 2.2598 4.5964 1.5302
S 1.5809 6.2566 2.2779
N -0.1652 3.5134 0.8058
C -0.0731 4.4571 -0.3238
C -1.3443 4.7658 -1.1341
O -2.3187 3.7404 -1.0400
C -1.9609 6.1659 -0.7790
N -3.3959 6.2831 -0.7659
C -1.1544 2.6110 1.0502
N -2.3468 2.9438 1.5260
P -2.7791 4.5893 2.0495
O -2.6258 4.3756 3.6310
Br -4.9606 4.2724 1.8026
N -0.8423 1.3090 0.8958
C 0.5800 0.8991 0.6790
C 0.5708 -0.6069 0.9541
C -0.3229 -1.4103 -0.0075
C -0.4534 -2.8474 0.4764
F 0.7811 -3.3324 0.8030
F -0.9131 -3.6101 -0.5591
C -1.3975 -3.0344 1.7145
F -2.0956 -1.8896 1.9404
F -0.6374 -3.2382 2.8155
C -2.3823 -4.2374 1.6321
F -2.9807 -4.3360 2.8384
F -1.6415 -5.3366 1.4367
C -3.5008 -4.1420 0.5272
F -3.5024 -2.9148 -0.0387
F -3.2289 -5.0414 -0.4285
C -4.9438 -4.4814 1.0178
F -4.9269 -5.7076 1.5498
F -5.6978 -4.4993 -0.0923
C -5.6064 -3.4642 2.0268
F -5.8033 -4.0424 3.1976
F -4.8201 -2.3972 2.2099
F -6.7675 -3.0370 1.5559
C 0.9792 1.2142 -0.8365
Cl -0.4677 1.2684 -1.8872
C 2.0544 0.2960 -1.5001
C 1.7247 -0.3442 -2.8521
Cl 3.5057 1.3173 -1.8342
H 5.7694 0.2462 5.4346
H 5.5784 1.4090 1.3918
H 5.8282 -0.3182 1.2385
H 3.7464 -0.1761 0.3444
H 3.2963 -0.4664 2.0262
H 3.5023 2.1506 2.2037
H 3.2193 2.1414 0.4464
H -0.6466 2.0592 3.8991
H 0.9893 -0.8764 3.8910
H 0.6589 3.5035 2.6889
H 3.4084 4.1392 2.1695
H 2.5923 4.6804 0.1720
H 0.2845 5.4280 0.0401
H 0.7110 4.0867 -0.9958
H -0.9970 4.8626 -2.1686
H -2.2871 3.1973 -1.8334
H -1.5924 6.8665 -1.5345
H -1.5537 6.5092 0.1768
H -3.8127 6.1356 -1.6738
H -3.8513 5.6945 -0.0851
H -3.0424 2.2063 1.5899
H -3.0676 3.6076 4.0289
H -1.2979 0.7113 1.5810
H 0.1926 -0.7679 1.9644
H 1.5731 -1.0182 0.8824
H -1.3224 -0.9908 -0.0952
H 0.1477 -1.5060 -0.9846
H 1.3697 2.2271 -0.8741
H 2.3721 -0.5064 -0.8396
H 0.8790 -1.0298 -2.7972
H 2.5978 -0.9381 -3.1368
H 1.5787 0.4098 -3.6247
C -2.4638 0.9982 9.1137
C -1.0580 0.9378 8.5291
C -0.5653 2.2927 8.0051
C -1.4179 2.7996 6.9342
N -2.1381 3.1867 6.1308
H -3.1963 1.2891 8.3591
H -2.7599 0.0252 9.5038
H -2.5183 1.7176 9.9322
H -1.0241 0.2079 7.7171
H -0.3553 0.5979 9.2905
H 0.4470 2.2119 7.6100
H -0.5558 3.0351 8.8056
C 0.5347 -7.0729 -3.3664
C 1.3815 -7.5201 -2.1809
C 1.7155 -6.3548 -1.2419
C 2.4729 -5.3068 -1.9286
N 3.0511 -4.4740 -2.4635
H 1.0619 -6.3417 -3.9796
H 0.2920 -7.9189 -4.0093
H -0.4023 -6.6201 -3.0329
H 2.3086 -7.9738 -2.5340
H 0.8502 -8.2829 -1.6097
H 2.3046 -6.6956 -0.3895
H 0.8025 -5.8993 -0.8520
C -9.5722 -1.4186 1.2656
C -10.1374 -1.1696 2.6588
C -11.6681 -1.2478 2.6986
C -12.2761 -0.2457 1.8238
N -12.7523 0.5400 1.1399
H -9.9236 -0.6669 0.5576
H -8.4858 -1.3750 1.2780
H -9.8689 -2.4001 0.8910
H -9.8224 -0.1873 3.0158
H -9.7369 -1.9061 3.3581
H -12.0385 -1.0828 3.7107
H -12.0091 -2.2336 2.3773
C 7.4356 0.4812 -6.0070
C 7.8303 1.7863 -5.3284
C 6.9692 2.0619 -4.0885
C 5.5567 2.1728 -4.4530
N 4.4626 2.2669 -4.7878
H 6.4058 0.5249 -6.3587
H 8.0648 0.2810 -6.8724
H 7.5292 -0.3660 -5.3245
H 7.7315 2.6187 -6.0269
H 8.8767 1.7499 -5.0231
H 7.2661 2.9872 -3.5931
H 7.0750 1.2477 -3.3681
C -4.0044 -8.4776 -7.4136
C -3.1825 -8.9528 -6.2224
C -2.8271 -7.8177 -5.2538
C -2.0288 -6.7785 -5.9042
N -1.4058 -5.9751 -6.4326
H -3.4500 -7.7554 -8.0139
H -4.2630 -9.3156 -8.0596
H -4.9335 -8.0061 -7.0878
H -2.2628 -9.4248 -6.5721
H -3.7384 -9.7103 -5.6677
H -2.2567 -8.1988 -4.4055
H -3.7344 -7.3532 -4.8627
C 5.3634 8.5003 5.2546
C 5.0801 9.5487 4.1862
C 4.1465 9.0347 3.0833
C 4.7127 7.8867 2.3805
N 5.1593 6.9752 1.8478
H 5.8732 7.6334 4.8321
H 6.0013 8.9112 6.0363
H 4.4385 8.1559 5.7215
H 6.0169 9.8823 3.7371
H 4.6160 10.4246 4.6416
H 3.9487 9.8155 2.3478
H 3.1879 8.7246 3.5047
C 2.0849 -1.6122 -7.7727
C 2.6503 -1.7125 -6.3619
C 4.0253 -1.0481 -6.2226
C 5.0212 -1.6733 -7.0942
N 5.7841 -2.1850 -7.7788
H 2.7232 -2.1291 -8.4899
H 1.0957 -2.0664 -7.8233
H 1.9953 -0.5706 -8.0873
H 2.7256 -2.7607 -6.0672
H 1.9688 -1.2310 -5.6569
H 4.3878 -1.1212 -5.1954
H 3.9651 0.0134 -6.4719
*
```

Properties
* highest occupied orbital energy: -11.2 eV
* LUMO: -0.103 Ha

=====

2.
Formula: C8H4O3
Source: the OMol25 dataset
Level of theory: ωB97M-V/def2-TZVPD

```
! wB97M-V def2-TZVPD RIJCOSX def2/J DEFGRID3
* xyz 0 1
O -1.8766 -2.0846 -0.2719
C -1.2383 -1.1098 0.1239
O -1.9491 0.1013 0.4479
C -1.1971 1.1530 0.0768
O -1.5726 2.1745 -0.3254
C 0.1931 0.6190 -0.0441
C 1.3203 1.3844 0.0317
C 2.5019 0.6553 0.0466
C 2.4793 -0.7591 0.0396
C 1.3402 -1.4530 -0.1318
C 0.1859 -0.7221 0.0588
H 1.4379 2.4576 0.0502
H 3.4271 1.2200 -0.0422
H 3.4606 -1.2466 -0.0531
H 1.3482 -2.5678 0.0308
*
```

Properties
* SMILES: O=C1OC(=O)c2ccccc21
* highest occupied orbital energy: -10.4 eV
* LUMO: -0.024 Ha
* relative energy (zero: lowest compared OMol25 entry of this formula, charge and spin): 20.8 kcal per mole

=====

3.
Formula: C6H10
Source: the OMol25 dataset
Level of theory: ωB97M-V/def2-TZVPD

```
! wB97M-V def2-TZVPD RIJCOSX def2/J DEFGRID3
* xyz 0 1
C -2.0781 -1.0929 -0.0245
C -0.9071 -1.0102 -0.6945
C 0.2050 -0.1466 -0.2754
C 1.3843 -0.2690 -1.1956
C -0.0468 0.8162 0.6219
C 1.0354 1.4647 1.4528
H -2.8432 -1.7672 -0.3956
H -1.9981 -0.9356 1.0544
H -0.7214 -1.8506 -1.3603
H 1.8464 -1.2683 -1.2534
H 2.0827 0.5093 -0.8877
H 1.0539 0.0058 -2.2095
H -1.0222 1.2653 0.7716
H 1.3962 2.2885 0.8411
H 1.7691 0.7448 1.7931
H 0.6068 1.8296 2.3839
*
```

Properties
* SMILES: C=C/C(C)=C/C
* highest occupied orbital energy: -8.1 eV
* LUMO: 0.028 Ha
* relative energy (zero: lowest compared OMol25 entry of this formula, charge and spin): 48.9 kcal per mole

=====

4.
Formula: C3H13NO3
Source: the OMol25 dataset
Level of theory: ωB97M-V/def2-TZVPD

```
! wB97M-V def2-TZVPD RIJCOSX def2/J DEFGRID3
* xyz -1 2
C 0.5823 -0.3251 -1.1429
O 1.9722 -0.4021 -0.8822
C 0.0694 0.9124 -0.2960
C -1.4230 1.1748 -0.4694
N 0.4898 0.5063 1.0791
H 0.2945 -0.1737 -2.1774
H 0.0124 -1.1162 -0.6550
H 1.9323 -0.0960 0.0474
H 0.7465 1.7712 -0.3675
H -1.6652 1.2088 -1.5325
H -1.7745 2.1118 -0.0434
H -1.8982 0.3203 0.0121
H -0.0164 0.0932 1.8516
H 0.8727 1.2734 1.6295
H -2.9619 1.1964 2.1035
H -1.8927 0.1915 2.3449
O -2.0696 1.1446 2.5044
H 2.1378 -2.5421 -1.1314
H 2.3651 -3.9690 -1.1001
O 2.2265 -3.2806 -1.7748
*
```

Properties
* expectation value of S²: 0.750
* highest occupied orbital energy (spin up / spin down): 0.7 / -6.1 eV
* LUMO (spin up / spin down): 0.126 / 0.123 Ha
* relative energy (zero: lowest compared OMol25 entry of this formula, charge and spin): 15.9 kcal per mole

=====

5.
Formula: C18H27ClN9O4
Source: the OMol25 dataset
Level of theory: ωB97M-V/def2-TZVPD

```
! wB97M-V def2-TZVPD RIJCOSX def2/J DEFGRID3
* xyz -1 1
Cl -0.2323 -1.0012 0.2037
O -1.5374 -0.4903 -0.1461
O 0.2918 -1.8563 -0.8222
O 0.6878 0.1219 0.3612
O -0.3726 -1.7197 1.4530
C -0.1074 -2.8866 -3.6142
C -1.0820 -2.1627 -4.4337
N -1.8707 -1.6266 -5.0080
H 0.8816 -2.4797 -3.7762
H -0.1354 -3.9354 -3.9078
H -0.4300 -2.8095 -2.5773
C 1.8261 -4.1837 1.6265
C 0.6470 -4.9517 1.2097
N -0.2691 -5.6054 0.9305
H 2.6440 -4.7378 1.1577
H 1.9034 -4.1386 2.7034
H 1.8189 -3.1912 1.1881
C 1.3659 4.6303 -0.5248
C 0.6649 5.1192 -1.6941
N 0.1318 5.5478 -2.5656
H 1.2468 5.3865 0.2560
H 2.4168 4.5172 -0.7602
H 0.9114 3.7169 -0.1530
C 1.3488 0.9860 -3.0746
C 0.0669 1.1551 -3.7260
N -0.9466 1.2866 -4.2549
H 2.2026 1.1252 -3.7527
H 1.5628 0.0019 -2.6585
H 1.3903 1.7770 -2.3318
C -2.7246 0.1461 3.5091
C -1.9936 1.2140 4.0372
N -1.4022 2.0655 4.5076
H -3.0122 0.3153 2.4626
H -3.6888 -0.0231 3.9818
H -2.1267 -0.7616 3.4626
C 1.7185 0.1224 3.7659
C 2.8517 1.0625 3.8982
N 3.7311 1.7906 3.9935
H 0.8431 0.5806 4.2143
H 2.0539 -0.8139 4.2025
H 1.5311 -0.0021 2.6982
C -4.4387 -1.3451 -0.5517
C -4.0659 -0.9882 -1.8777
N -3.7140 -0.7394 -2.9151
H -5.3456 -0.8177 -0.2685
H -3.6341 -1.0401 0.1143
H -4.5880 -2.4181 -0.5103
C 4.2119 -0.5576 0.9815
C 4.6123 -1.9261 1.0337
N 4.9303 -3.0506 1.0947
H 4.8770 0.1752 1.4241
H 3.1910 -0.4492 1.3321
H 4.1913 -0.2658 -0.0792
C -2.3400 3.4828 -0.5307
C -2.8274 3.0838 -1.8496
N -3.2214 2.6959 -2.8547
H -1.5115 2.8460 -0.2422
H -3.1607 3.5043 0.1833
H -1.9740 4.5185 -0.5259
*
```

Properties
* highest occupied orbital energy: -7.8 eV
* LUMO: 0.082 Ha
* relative energy (zero: lowest compared OMol25 entry of this formula, charge and spin): 32.0 kcal per mole

=====

6.
Formula: C6H11FN6O2
Source: the OMol25 dataset
Level of theory: ωB97M-V/def2-TZVPD

```
! wB97M-V def2-TZVPD RIJCOSX def2/J DEFGRID3
* xyz 0 1
C -2.4026 -0.8230 0.8960
C -1.0450 -0.8828 1.4107
O -0.6054 -0.3852 2.4131
N -0.1524 -1.5517 0.4447
N -0.0088 -0.7382 -0.6679
C 0.4201 0.5272 -0.6559
N 0.8946 1.2259 0.3940
C 1.1287 2.4247 -0.0741
N 0.8478 2.5225 -1.3751
N 0.3894 1.2969 -1.7507
N -0.0394 1.0340 -3.0623
C 1.0471 -2.2281 0.9406
C 1.9958 -1.5461 1.8787
O 1.2448 -3.3415 0.5463
H -2.7281 -1.7746 0.4809
H -3.0966 -0.4643 1.6447
H -2.3616 -0.0369 0.0369
H -0.3307 -1.1296 -1.5385
H 1.5065 3.2271 0.5366
H 0.9120 3.3104 -1.9978
H -0.8096 0.3696 -2.9941
H -0.4793 1.8897 -3.3942
H 1.6283 -1.6737 2.8948
H 2.1353 -0.4928 1.6664
H 2.9481 -2.0639 1.7884
F -3.0391 1.3045 -0.4622
*
```

Properties
* highest occupied orbital energy: -7.7 eV
* LUMO: -0.012 Ha

=====

7.
Formula: C14H19N3O6
Source: the OMol25 dataset
Level of theory: ωB97M-V/def2-TZVPD

```
! wB97M-V def2-TZVPD RIJCOSX def2/J DEFGRID3
* xyz 0 1
C -5.1713 -0.5216 1.1452
O -5.8151 0.6975 0.8430
C -4.9661 1.7337 0.4370
C -4.2746 1.5013 -0.9245
N -2.9503 0.9471 -0.7906
C -2.5952 -0.2902 -1.1428
O -3.3104 -1.1356 -1.6510
C -1.1243 -0.5704 -0.8140
O -0.3906 0.2620 -0.3234
N -0.7792 -1.8224 -1.1784
N 0.4175 -2.4052 -0.8027
C 0.6527 -2.7288 0.5002
O -0.2013 -2.7338 1.3523
C 2.0962 -3.1714 0.7454
O 3.0207 -2.6664 -0.1825
C 3.3467 -1.3252 -0.1062
C 2.7004 -0.3986 0.6941
C 3.0936 0.9313 0.6789
C 4.1342 1.3498 -0.1378
O 4.5945 2.6304 -0.2291
C 3.9702 3.6209 0.5503
C 4.7814 0.4100 -0.9435
C 4.3932 -0.9093 -0.9280
H -4.8004 -1.0218 0.2459
H -5.9243 -1.1510 1.6150
H -4.3393 -0.3680 1.8425
H -5.6155 2.6092 0.3667
H -4.1948 1.9238 1.2014
H -4.2038 2.4513 -1.4607
H -4.8673 0.7989 -1.5153
H -2.2249 1.5062 -0.3566
H -1.5416 -2.4333 -1.4652
H 1.2081 -2.2747 -1.4244
H 2.1348 -4.2604 0.6355
H 2.3678 -2.9192 1.7776
H 1.8739 -0.6784 1.3275
H 2.5610 1.6251 1.3082
H 4.0743 3.4154 1.6208
H 2.9087 3.7188 0.3008
H 4.4839 4.5509 0.3116
H 5.5889 0.7427 -1.5758
H 4.8875 -1.6408 -1.5473
*
```

Properties
* SMILES: COCCNC(=O)C(=O)NNC(=O)COc1ccc(OC)cc1
* highest occupied orbital energy: -8.2 eV
* LUMO: 0.024 Ha
* relative energy (zero: lowest compared OMol25 entry of this formula, charge and spin): 31.1 kcal per mole

=====

8.
Formula: C35H46FeN4O7PS2Si2
Source: the OMol25 dataset
Level of theory: ωB97M-V/def2-TZVPD

```
! wB97M-V def2-TZVPD RIJCOSX def2/J DEFGRID3
* xyz 0 6
Fe -0.0026 0.1824 0.9473
O 0.3141 -0.3016 3.0821
N 1.5139 -0.6833 3.5316
C 1.5804 -1.0305 4.8393
C 2.7377 -1.4611 5.4127
C 3.8861 -1.5273 4.6069
C 3.8121 -1.1448 3.2999
C 2.6048 -0.6887 2.7110
S 2.5026 -0.1606 1.1124
H 0.6467 -0.9179 5.3696
H 2.7490 -1.7326 6.4573
H 4.8251 -1.8705 5.0201
H 4.6776 -1.1719 2.6542
C 2.1166 2.7594 -0.8071
Si 0.5649 3.3321 0.0254
C -0.9959 3.1134 -0.9727
C 0.7276 5.1766 0.3289
N 0.2322 2.3241 1.4667
C 0.2214 2.7936 2.7348
C -0.6482 2.2451 3.7137
C -0.6547 2.7233 5.0067
C 0.2255 3.7280 5.3994
C 1.1067 4.2705 4.4676
C 1.0934 3.8318 3.1620
H 2.2791 3.3533 -1.7116
H 2.0605 1.7125 -1.0946
H 2.9778 2.8815 -0.1467
H -0.8596 3.5228 -1.9770
H -1.8293 3.6379 -0.4976
H -1.2489 2.0580 -1.0595
H 0.6690 5.6446 -0.6590
H 1.6850 5.4684 0.7613
H -0.0740 5.5942 0.9407
H -1.3398 1.4787 3.4060
H -1.3508 2.3084 5.7256
H 0.2264 4.0852 6.4210
H 1.8057 5.0406 4.7676
H 1.8020 4.2399 2.4560
N -1.1585 -2.2788 3.6395
C -1.1229 -3.6424 3.0424
P -0.4714 -3.5851 1.3105
O 0.4418 -4.7390 1.1804
O -0.0854 -2.1474 1.1035
C -1.8590 -3.8022 0.0952
N -1.9802 -2.5498 -0.7074
H -0.3660 -1.6447 3.3188
H -1.1766 -2.3120 4.6548
H -2.0327 -1.8066 3.3247
H -2.1183 -4.0791 3.1130
H -0.4202 -4.2534 3.6049
H -2.8189 -4.0382 0.5506
H -1.5639 -4.6084 -0.5727
H -2.7050 -1.8887 -0.3612
H -2.1639 -2.7156 -1.6974
H -1.1008 -2.0039 -0.6226
O 0.0309 -0.0544 -0.9712
Si 0.2011 -0.4293 -2.5248
C 1.1928 -2.0196 -2.6907
C 1.5563 -2.5423 -3.9384
C 2.2845 -3.7169 -4.0412
C 2.6662 -4.3995 -2.8906
C 2.3337 -3.8918 -1.6450
C 1.6141 -2.7046 -1.5492
C 1.1004 0.8644 -3.5545
C 2.4963 0.8125 -3.6323
C 3.2166 1.7527 -4.3542
C 2.5510 2.7718 -5.0220
C 1.1657 2.8355 -4.9720
C 0.4530 1.8863 -4.2505
C -1.4862 -0.7235 -3.3401
C -1.7665 -1.8666 -4.0979
C -3.0174 -2.0773 -4.6685
C -4.0220 -1.1355 -4.5024
C -3.7676 0.0108 -3.7621
C -2.5201 0.2073 -3.1882
H 1.2798 -2.0139 -4.8460
H 2.5580 -4.1016 -5.0162
H 3.2284 -5.3219 -2.9697
H 2.6253 -4.4123 -0.7416
H 1.3844 -2.3044 -0.5683
H 3.0319 0.0235 -3.1150
H 4.2970 1.6907 -4.3953
H 3.1094 3.5077 -5.5872
H 0.6385 3.6188 -5.5030
H -0.6301 1.9441 -4.2409
H -0.9955 -2.6142 -4.2487
H -3.2029 -2.9752 -5.2453
H -4.9976 -1.2941 -4.9445
H -4.5481 0.7477 -3.6188
H -2.3606 1.0960 -2.5889
C -4.5145 1.1983 1.6159
S -3.4350 -0.1382 1.2180
O -3.5029 -0.2924 -0.2256
O -3.9106 -1.3150 1.9520
O -2.1082 0.2844 1.7162
H -5.4643 1.0274 1.1148
H -4.0541 2.1171 1.2606
H -4.6488 1.2271 2.6943
*
```

Properties
* expectation value of S²: 8.796
* highest occupied orbital energy (spin up / spin down): -7.6 / -7.3 eV
* LUMO (spin up / spin down): 0.000 / -0.053 Ha
* relative energy (zero: lowest compared OMol25 entry of this formula, charge and spin): 16.1 kcal per mole

=====

no.,M (g/mol)
1,1467.12
2,148.12
3,82.15
4,111.14
5,468.93
6,218.19
7,325.32
8,841.90